44
Properties=species:S:1:pos:R:3:lowdin_charge:R:1 method="wB97M-V/def2-TZVPD" gap_ha=0.1978 lumo_energy_ha=-0.068 relative_energy_kj_mol=78.3 e_homo_ha=-0.26553 charge=0
C 3.60 4.61 0.11 -0.20
C 4.78 3.71 -0.26 -0.18
H 3.30 5.22 -0.74 0.06
H 3.87 5.29 0.92 0.06
H 2.72 4.03 0.42 -0.05
H 4.48 2.92 -0.94 0.06
H 5.57 4.30 -0.74 0.06
H 5.21 3.24 0.63 0.06
C -2.73 1.41 -1.57 -0.09
C -3.90 1.41 -2.30 -0.02
C -4.19 0.34 -3.16 -0.02
C -3.24 -0.67 -3.30 0.01
H -2.38 2.25 -0.96 0.00
H -4.59 2.25 -2.20 0.12
H -5.13 0.27 -3.71 0.12
H -3.39 -1.53 -3.94 0.11
N -1.85 0.38 -1.60 0.08
C -2.07 -0.60 -2.53 -0.16
C -0.99 -1.56 -2.62 -0.15
N 0.04 -1.27 -1.77 0.10
C 1.11 -2.08 -1.76 -0.04
C 0.07 -3.56 -3.36 -0.02
C 1.17 -3.23 -2.55 -0.01
H 1.93 -1.75 -1.13 0.14
H 2.06 -3.86 -2.49 0.12
C -1.03 -2.70 -3.42 0.02
H -1.93 -2.92 -4.01 0.12
H 0.05 -4.49 -3.93 0.12
Be -0.43 0.02 -0.76 0.12
I 0.07 2.79 0.11 0.07
Cl -0.26 -0.76 7.40 0.68
C -0.21 -0.87 5.70 -0.69
C -0.11 -2.13 5.09 -0.10
C -0.06 -2.21 3.70 -0.03
C -0.11 -1.06 2.92 -0.12
C -0.22 0.21 3.52 0.00
C -0.27 0.30 4.92 -0.09
C -0.09 -1.29 1.42 -0.50
O 0.01 -2.42 0.96 0.04
O -0.19 -0.14 0.76 -0.20
H -0.07 -3.02 5.69 0.10
H 0.00 -3.18 3.22 0.12
H -0.26 1.09 2.89 0.07
H -0.36 1.27 5.40 0.10